The following is a quantum chemistry calculation of an isolated ion of composition C9H17N2O2 and charge +1 in a non-equilibrium geometry, from the OMol25 dataset.

Element x y z (Å)
H (-4.202, 0.397, -0.202)
C (1.795, 0.384, 1.139)
C (-0.973, -0.256, -1.298)
H (1.413, 1.496, 1.220)
H (3.519, 1.047, -1.568)
H (-1.393, -1.599, 1.096)
H (2.517, -2.093, -0.553)
O (0.805, -2.649, 0.428)
C (3.183, 0.484, 0.535)
H (-2.778, 0.319, -2.357)
C (2.799, 1.178, -0.725)
H (-1.370, -1.314, -1.316)
H (-0.556, -0.367, 2.001)
H (3.861, 1.064, 1.069)
H (-2.306, 1.322, 1.128)
C (-2.492, 0.271, 1.094)
C (1.519, -1.840, -0.036)
C (-2.321, 0.498, -1.435)
N (-0.369, 0.111, 0.021)
N (-3.178, -0.052, -0.272)
H (-3.094, -0.025, 1.893)
H (1.679, -0.296, 1.924)
C (1.045, -0.206, -0.028)
H (2.522, 2.136, -0.508)
H (-3.210, -1.125, -0.329)
H (-0.212, 0.012, -2.100)
C (-1.179, -0.467, 1.158)
O (1.561, 0.491, -1.150)
H (3.687, -0.440, 0.358)
H (-2.273, 1.522, -1.184)

Summary:
HOMO (alpha / beta) ... -0.31725 / -0.49535 hartree
Net charge ... +1
2S+1 ... 3
⟨S²⟩ ... 2.0076